(1)
26
Properties=species:S:1:pos:R:3:forces:R:3 method="wB97M-V/def2-TZVPD" smiles=CCNC[C@@H](C)O.O.O max_force_ev_per_a=1.48 charge=0 homo_ev=-8.52
C -2.76510 0.06168 -0.90204 -0.449 0.414 -0.322
C -1.99883 -0.07228 0.39972 1.300 -0.377 -0.606
N -0.56326 0.21281 0.26502 0.425 0.320 1.071
C 0.02956 1.02645 1.31376 -0.825 0.125 0.371
C 1.49247 0.74141 1.48388 1.007 0.200 0.663
C 2.36145 1.20255 0.31720 -0.033 -0.360 0.932
O 1.91990 1.44086 2.67343 -0.283 0.157 -0.043
H -2.50160 0.88404 -1.57986 0.539 -0.022 0.485
H -2.62344 -0.85850 -1.45741 -0.327 -0.077 -0.263
H -3.82818 0.23782 -0.74642 -0.146 -0.467 0.184
H -2.05129 -1.11515 0.72482 -0.445 -0.179 0.001
H -2.39958 0.47013 1.24675 -0.148 0.600 -0.152
H -0.06201 0.29877 -0.60646 -0.804 0.045 -0.304
H -0.48285 0.83841 2.26140 0.165 -0.572 0.015
H -0.15670 2.11260 1.23738 0.359 0.044 -0.564
H 1.66109 -0.31527 1.70374 -0.325 -0.232 -0.404
H 2.17555 2.26784 0.19906 0.135 0.028 -0.402
H 2.19670 0.60485 -0.56628 -0.228 0.103 -0.508
H 3.40109 1.03735 0.61179 0.037 0.198 -0.126
H 2.73531 1.03363 2.98032 -0.027 0.083 -0.058
O -0.89412 -2.78669 -2.02280 0.006 0.521 0.442
H -1.48618 -2.17211 -2.47233 -0.004 -0.179 -0.198
H -0.93012 -2.47023 -1.10486 0.024 -0.274 -0.139
O 1.73053 -1.28713 -2.22930 -0.140 0.231 0.095
H 2.22982 -1.81947 -1.60270 -0.061 -0.047 -0.035
H 0.80979 -1.57438 -2.12780 0.247 -0.284 -0.135

---

(2)
64
Properties=species:S:1:pos:R:3:forces:R:3 method="wB97M-V/def2-TZVPD" max_force_ev_per_a=1.84 charge=+1 homo_ev=-12.25
C -2.74782 0.24474 -1.45363 -0.372 0.748 0.009
C -1.82640 0.99043 -2.40182 0.180 -0.617 -0.195
C -0.33176 0.60856 -2.39351 -0.774 0.205 -0.048
I 0.05758 -1.43422 -1.81764 0.056 0.237 -0.111
C 0.55637 1.53734 -1.60538 0.128 -0.697 0.009
C 0.22026 1.86968 -0.19392 0.101 -0.191 -0.521
N 0.89941 2.89577 0.12791 0.722 0.898 1.173
C 1.72841 3.41793 -0.96367 -0.911 0.298 -1.575
C 0.83836 2.96404 -2.13100 -0.166 -0.767 0.969
H -3.73180 0.69990 -1.51888 -0.202 0.086 0.020
H -2.45150 0.32842 -0.41383 0.147 -0.248 0.229
H -2.87910 -0.78524 -1.73884 0.190 -0.400 0.079
H -1.92138 2.06305 -2.25139 0.094 0.274 0.128
H -2.18527 0.81322 -3.40892 -0.141 -0.008 -0.245
H 0.01353 0.65173 -3.41445 0.275 -0.090 -0.244
H 1.51371 1.01081 -1.48594 0.320 0.102 -0.127
H -0.46601 1.38989 0.47910 -0.084 -0.253 0.291
H 0.91586 3.37670 1.02671 -0.229 -0.250 0.120
H 1.82630 4.49209 -0.91777 0.256 0.163 0.310
H 2.66133 2.88052 -1.07624 0.449 0.059 0.574
H -0.11044 3.47821 -2.01807 -0.104 0.515 -0.636
H 1.25113 3.02717 -3.12174 0.205 0.030 -0.170
C -0.10400 4.80042 -5.91162 -0.148 -0.091 -0.269
C 0.53496 5.28560 -4.69802 0.061 0.108 -0.015
N 1.04723 5.66714 -3.74412 -0.092 -0.097 0.083
H 0.32382 3.84770 -6.22084 0.071 0.015 0.071
H -1.17289 4.66105 -5.75742 0.010 0.043 0.087
H 0.03005 5.50966 -6.72637 0.055 0.063 0.059
C -0.84294 -3.78184 0.89908 -0.097 0.394 -0.170
C -0.35377 -4.90327 1.68271 0.112 -0.007 0.007
N 0.03034 -5.76359 2.33871 -0.067 0.027 0.066
H -1.68614 -4.07147 0.27285 -0.009 -0.118 0.074
H -1.17632 -2.98274 1.56162 -0.025 -0.137 -0.036
H -0.07072 -3.37288 0.24837 0.130 -0.358 0.201
C 1.76012 -5.16467 -3.60906 0.011 -0.088 -0.323
C 1.71124 -4.88708 -2.18255 0.025 -0.015 0.011
N 1.67778 -4.66793 -1.05650 -0.058 0.131 -0.038
H 0.84047 -5.64357 -3.94099 -0.032 -0.002 0.097
H 1.88923 -4.24435 -4.17665 0.005 0.054 0.093
H 2.59091 -5.82761 -3.84401 0.026 -0.004 0.100
C -0.59537 6.54179 0.10758 -0.159 0.250 -0.171
C 0.12570 6.11947 1.30098 -0.009 -0.085 -0.138
N 0.70630 5.75053 2.22067 0.028 -0.241 -0.110
H -0.78400 5.69725 -0.55471 0.049 -0.053 0.061
H -1.55447 6.98333 0.37278 0.016 -0.016 0.093
H -0.02296 7.28267 -0.44841 0.075 -0.013 0.058
C 4.00064 1.03168 1.95329 0.012 0.022 0.304
C 3.92553 0.82151 0.51457 0.189 -0.077 -0.022
N 3.90926 0.65040 -0.62141 -0.271 0.153 0.059
H 4.75677 1.77677 2.19546 0.022 0.009 -0.111
H 3.04628 1.37442 2.35094 -0.027 -0.017 -0.059
H 4.26257 0.10598 2.46273 -0.003 -0.057 -0.095
C -3.01955 -3.21647 4.92803 -0.108 -0.112 0.165
C -2.85303 -2.44103 3.71004 0.030 0.102 0.032
N -2.69384 -1.83258 2.74927 -0.052 0.117 0.041
H -2.33180 -2.88279 5.70205 0.045 0.062 -0.065
H -4.03143 -3.12887 5.31865 -0.028 0.055 -0.078
H -2.82936 -4.26887 4.74199 0.012 -0.018 -0.098
C -0.36460 -6.50510 6.26255 0.317 -0.066 -0.102
C -1.67040 -5.97671 6.62519 -0.066 -0.120 0.074
N -2.70880 -5.57666 6.90776 0.082 0.029 -0.007
H 0.37029 -6.28153 7.03412 -0.079 0.043 0.060
H -0.40860 -7.58534 6.13782 -0.106 -0.001 0.016
H -0.01945 -6.07358 5.32329 -0.088 0.023 -0.045

---

(3)
64
Properties=species:S:1:pos:R:3:forces:R:3 method="wB97M-V/def2-TZVPD" max_force_ev_per_a=0.30 charge=-1 homo_ev="-3.95 / -4.10"
Mn -0.59156 -0.57575 0.95428 -0.218 -0.061 -0.025
N 3.60419 -0.33387 1.92710 0.057 0.223 -0.129
C 4.47473 -0.87315 0.97611 -0.025 -0.067 0.075
C 5.83270 -0.95591 1.24747 0.029 -0.023 -0.001
C 6.70752 -1.51495 0.32398 -0.032 -0.005 -0.019
C 6.21936 -2.01068 -0.87297 0.007 0.013 0.005
C 4.85776 -1.93154 -1.14389 -0.010 -0.012 -0.008
C 3.98409 -1.35123 -0.23905 -0.016 -0.025 -0.006
S 2.27664 -1.21207 -0.67507 0.046 0.107 -0.074
N 1.56508 -0.72136 0.77794 -0.185 -0.125 0.072
C 2.22546 -0.37575 1.82336 0.022 -0.017 0.196
C 1.39658 -0.01671 2.95819 0.166 -0.009 -0.057
C 1.87174 0.43933 4.19291 0.013 0.008 0.018
C 0.98101 0.73822 5.19307 0.017 -0.002 -0.009
C -0.38550 0.58093 4.93085 -0.011 0.000 -0.026
C -0.79358 0.13997 3.69975 -0.072 0.002 0.027
N 0.07452 -0.16224 2.70080 0.032 -0.049 0.055
H 4.00542 -0.04482 2.79888 -0.028 -0.029 0.019
H 6.20711 -0.58076 2.19395 -0.008 0.002 0.001
H 7.76408 -1.56965 0.55160 0.000 0.006 0.002
H 6.88774 -2.46434 -1.59327 -0.003 0.003 0.001
H 4.45471 -2.32366 -2.07052 0.003 -0.004 -0.032
H 2.93320 0.56088 4.36583 -0.001 0.006 -0.008
H 1.32537 1.09022 6.15619 0.010 -0.002 -0.004
H -1.12770 0.80977 5.68304 -0.008 -0.005 -0.007
H -1.83426 0.02436 3.43214 0.009 -0.009 -0.003
O 0.30930 2.31947 0.56002 0.038 -0.056 0.001
B -0.17298 1.12517 -0.05505 0.009 0.019 -0.100
O -0.30915 1.38830 -1.43711 -0.006 0.016 -0.013
C 0.06767 2.67971 -1.64016 -0.008 -0.041 -0.027
C 0.10058 3.39544 -2.81599 0.006 -0.004 -0.010
C 0.54155 4.71880 -2.74217 0.004 -0.005 0.027
C 0.92524 5.28333 -1.53171 -0.007 -0.001 -0.018
C 0.88154 4.54878 -0.34440 -0.003 -0.013 0.016
C 0.44735 3.24492 -0.42906 0.014 0.048 0.001
H -0.21016 2.94747 -3.75066 0.005 -0.010 0.005
H 0.58092 5.31561 -3.64464 0.000 0.000 0.000
H 1.26061 6.31258 -1.50657 0.000 0.000 0.000
H 1.17244 4.97961 0.60462 0.001 -0.001 0.000
N 4.53910 -0.80372 -5.01444 -0.004 0.011 0.012
C 3.28666 -1.27955 -4.59468 -0.019 -0.052 0.025
C 3.05596 -2.64502 -4.44156 0.003 0.001 -0.006
C 1.80328 -3.10923 -4.05934 0.049 0.059 -0.021
C 0.77297 -2.21098 -3.83822 -0.009 -0.102 0.009
C 0.99101 -0.84802 -3.99320 0.015 0.023 0.007
C 2.23787 -0.38680 -4.36857 0.002 0.041 0.027
S -0.82001 -2.78492 -3.30602 -0.025 -0.069 0.093
O -1.78935 -2.04195 -4.06493 0.016 0.009 0.028
O -0.79851 -4.22917 -3.46056 0.028 0.032 0.015
N -0.89649 -2.32707 -1.78860 -0.030 0.124 -0.012
C -0.46794 -3.07508 -0.78554 -0.075 -0.117 0.033
S 0.03417 -4.77078 -0.85672 0.012 0.004 -0.023
C 0.39034 -4.73892 0.83922 0.008 -0.013 -0.052
C 0.10359 -3.52728 1.34482 0.008 0.032 0.117
N -0.37562 -2.59629 0.45794 -0.050 0.237 -0.175
H 5.30557 -1.42014 -4.79282 0.000 -0.012 0.011
H 4.73366 0.13541 -4.70199 0.011 0.004 -0.005
H 3.85882 -3.34974 -4.63386 0.007 0.011 0.015
H 1.61609 -4.16748 -3.93592 -0.011 0.003 -0.002
H 0.18123 -0.15689 -3.79986 -0.013 0.012 0.031
H 2.41158 0.67835 -4.47486 -0.008 0.008 -0.008
H 0.76632 -5.60313 1.36020 -0.004 0.006 0.005
H 0.22090 -3.23661 2.38026 0.001 0.013 -0.018
O -2.13942 -0.19124 1.08303 0.241 -0.140 -0.053

---

(4)
85
Properties=species:S:1:pos:R:3:forces:R:3 method="wB97M-V/def2-TZVPD" max_force_ev_per_a=4.81 charge=+1 homo_ev=-12.06
C 5.76641 -2.93474 1.72993 -0.777 -0.596 0.008
C 4.77360 -3.93856 2.23563 -0.782 3.657 0.147
O 4.76851 -5.07264 2.41546 0.183 -2.224 0.091
N 3.44769 -3.15601 2.76020 -0.946 -0.562 -0.542
H 2.99581 -2.54776 2.07089 0.508 0.105 -0.502
H 2.69976 -3.86405 2.94153 0.910 0.421 -0.135
C 3.71138 -2.36929 3.98753 0.123 -2.647 1.525
H 5.72908 -1.94487 2.16418 -0.233 0.016 0.161
H 5.65861 -2.83090 0.67067 -0.441 0.178 -0.838
H 6.70046 -3.39463 1.84861 1.554 -0.444 0.375
H 3.64018 -3.14854 4.81003 0.148 1.343 -0.629
H 2.99891 -1.60573 4.07778 -1.005 0.919 0.224
H 4.68256 -1.92906 3.99612 0.612 0.197 -0.229
C 1.46307 2.64987 -2.01597 0.894 0.744 1.264
C 1.27932 3.77974 -0.98468 -0.439 -0.039 -1.255
O 1.58185 4.92117 -1.12548 -0.071 -0.795 0.311
N 0.51412 3.38226 0.27600 -1.253 2.100 -0.683
H -0.48616 3.19540 0.03314 1.000 -0.194 0.027
H 0.92748 2.54366 0.57704 0.587 -2.225 0.909
C 0.62155 4.34147 1.42608 -0.624 0.631 0.015
H 0.76741 2.80675 -2.82758 -0.053 -0.012 -0.172
H 1.45614 1.63789 -1.62032 -0.568 0.030 0.211
H 2.49595 2.77818 -2.33499 -0.106 0.183 -0.463
H 0.93602 3.73620 2.27820 0.314 0.480 -0.205
H -0.35961 4.77953 1.67245 0.302 -0.337 -0.364
H 1.26888 5.17763 1.11247 -0.019 -0.637 0.422
C -3.84317 -2.27083 -2.54772 0.084 -1.740 -0.139
C -3.17381 -1.34337 -3.45295 0.902 -0.076 -0.458
O -3.59093 -0.73713 -4.37482 -0.238 0.448 0.172
N -1.63244 -1.44796 -3.39072 -0.544 0.467 -1.925
H -1.22019 -0.49349 -3.46229 -0.035 -0.778 0.583
H -1.26836 -2.01961 -2.65612 0.342 0.180 1.766
C -1.19004 -2.23273 -4.61301 -1.290 -0.269 -0.162
H -3.52328 -3.26759 -2.94408 0.032 0.415 0.339
H -4.90554 -2.29906 -2.73386 -0.319 0.493 0.341
H -3.53035 -2.27221 -1.50261 -0.119 0.388 -0.146
H -1.71277 -3.22661 -4.60792 0.499 0.998 -0.012
H -0.14116 -2.36159 -4.51005 0.910 -0.189 -0.176
H -1.44721 -1.65370 -5.50073 0.069 -0.221 0.116
C -2.36752 1.56434 4.58239 -0.743 -0.851 -0.274
C -2.00440 0.84919 3.27388 0.117 0.156 -0.485
O -1.51358 1.32061 2.25119 -0.186 1.517 -0.173
N -2.26855 -0.45054 3.26803 -0.589 -1.713 1.369
H -1.92524 1.13930 0.13866 0.699 0.157 -0.537
H -2.51714 -0.84584 4.16612 -0.135 -0.045 -0.356
C -2.02450 -1.39530 2.18396 0.181 -0.468 1.158
H -3.12827 2.33290 4.48368 -0.495 -0.288 -0.504
H -1.57444 2.14670 4.94620 1.597 0.428 0.447
H -2.68303 0.84361 5.36809 0.195 0.529 -0.558
H -2.94674 -1.67397 1.70684 -0.477 0.073 -0.420
H -1.62128 -2.33395 2.61448 0.006 0.589 -0.271
H -1.33378 -0.97482 1.48483 0.413 0.174 -0.414
C -2.75450 1.86732 -1.42408 -0.810 0.595 1.793
O -3.77604 0.88862 -1.34577 -1.019 0.654 -0.083
O -1.61458 1.39283 -0.77041 -0.469 0.022 0.475
C -2.27364 2.49015 -2.77370 0.212 -0.879 0.520
F -1.36379 1.67059 -3.39425 -0.369 0.807 0.400
F -3.27343 2.65804 -3.61090 -0.071 0.413 -0.055
F -1.67407 3.70317 -2.50022 -0.541 -1.499 -0.483
C -5.02940 1.45156 -0.69338 0.499 -0.484 -0.042
C -5.96639 0.39335 -0.12442 -0.074 -2.194 -0.127
H -5.58453 -0.22315 0.73179 -0.074 1.238 -0.302
H -6.90467 0.88035 0.10939 -0.007 0.353 0.616
H -6.35978 -0.45930 -0.74515 0.845 1.095 -0.484
H -5.57001 2.05333 -1.43008 0.244 -0.136 -0.083
H -4.76614 2.13700 0.16266 0.193 -0.700 -0.863
H -3.23657 2.68163 -0.85208 0.834 0.508 -0.462
N 3.35730 1.42260 0.34207 0.284 1.239 -4.637
S 4.84866 1.18902 -0.20041 -0.770 1.272 1.847
O 5.10266 -0.18594 -0.25855 0.676 -1.608 -0.706
O 5.78892 2.07655 0.37580 0.315 -0.009 0.097
F 4.55780 1.76705 -1.57571 0.105 -0.069 -1.822
S 3.03449 1.31961 1.75424 -1.228 1.228 3.326
O 3.56829 0.14324 2.31751 0.366 -1.761 1.930
O 1.66177 1.68600 2.05264 0.664 -0.582 -0.247
F 3.85856 2.51844 2.40633 -0.280 -0.355 0.374
N 1.76554 -2.94935 -1.71573 0.862 0.023 -2.086
S 2.08992 -1.87879 -2.85495 1.416 0.613 -0.582
O 1.28544 -0.70839 -2.72735 -2.070 0.217 -0.700
O 2.40409 -2.42001 -4.16296 -0.919 0.033 2.112
F 3.43800 -1.18630 -2.40740 0.417 -1.274 0.279
S 0.76094 -2.77004 -0.56828 1.374 1.919 0.756
O 1.28373 -3.44849 0.57576 -0.968 -0.815 0.247
O -0.63393 -2.80186 -0.93528 0.349 -0.220 0.231
F 1.02409 -1.24817 -0.10349 -0.682 -0.312 -0.193

---

(5)
56
Properties=species:S:1:pos:R:3:forces:R:3 method="wB97M-V/def2-TZVPD" max_force_ev_per_a=0.97 charge=0 homo_ev=-8.09
C -6.63409 -0.06712 2.35292 0.345 -0.029 -0.334
C -6.09131 0.05444 0.94147 -0.495 0.146 -0.096
O -4.75882 -0.45761 0.92954 0.213 -0.118 0.077
C -4.20409 -0.58844 -0.29534 -0.015 0.061 0.060
O -4.77474 -0.30570 -1.32394 -0.316 0.148 -0.221
N -2.93837 -1.06285 -0.23998 0.082 -0.022 0.118
C -2.20753 -1.30240 -1.46774 -0.141 -0.179 -0.387
C -1.74309 -2.76409 -1.49842 -0.014 0.388 -0.269
N -0.94536 -3.01806 -0.31877 -0.286 -0.226 0.188
C 0.40300 -2.88536 -0.22923 -0.033 -0.234 -0.467
O 0.96699 -2.83225 0.84762 0.261 0.023 0.251
C 1.17294 -2.85946 -1.54260 0.160 0.258 0.160
C 2.63706 -2.49653 -1.30378 -0.312 -0.341 -0.268
N 2.80899 -1.30514 -0.48697 0.065 -0.073 -0.102
C 1.96906 -0.21098 -0.55442 -0.274 0.191 -0.306
O 1.07238 -0.10191 -1.36601 0.087 -0.068 -0.024
C 2.36915 0.80448 0.42978 0.103 0.784 0.557
C 1.87871 2.04670 0.63089 0.479 -0.722 -0.062
C 0.69027 2.65779 0.08272 -0.369 0.457 -0.224
C -0.48683 1.94960 -0.14773 0.131 0.176 0.109
C -1.62171 2.57535 -0.62135 -0.131 0.055 -0.051
C -1.59291 3.93704 -0.87169 0.023 -0.148 0.032
C -0.44431 4.67349 -0.63432 0.188 0.270 0.036
C 0.70042 4.05293 -0.15030 -0.166 -0.413 -0.050
O 1.87295 4.68885 0.10190 -0.052 -0.348 0.045
C 1.95361 6.07908 -0.10694 0.026 0.275 -0.021
S 3.79205 0.25126 1.30335 0.003 -0.254 -0.089
C 3.82442 -1.25671 0.42098 0.417 0.157 0.249
S 4.96261 -2.40269 0.64437 0.128 0.085 0.204
C -1.73019 -2.85942 0.89111 0.079 0.196 0.402
C -2.24688 -1.41898 0.97928 0.083 -0.260 0.325
H -7.64577 0.32589 2.38844 -0.106 0.040 0.027
H -6.64621 -1.10881 2.66237 -0.046 -0.092 0.066
H -6.00954 0.49327 3.04341 0.006 0.063 0.121
H -6.07222 1.09984 0.61276 -0.016 -0.164 0.000
H -6.69811 -0.51400 0.22826 0.099 0.137 0.102
H -2.87505 -1.07918 -2.30089 0.121 -0.007 0.068
H -1.33234 -0.64368 -1.51487 -0.032 -0.054 -0.039
H -1.18804 -2.97484 -2.40897 -0.013 -0.019 0.027
H -2.61390 -3.42696 -1.46366 0.064 0.039 -0.075
H 1.13549 -3.84940 -2.00136 -0.015 -0.014 -0.019
H 0.72833 -2.13282 -2.21955 -0.035 -0.225 0.000
H 3.14138 -3.30543 -0.76817 -0.074 0.224 -0.164
H 3.13946 -2.34179 -2.26457 -0.008 -0.078 0.114
H 2.45563 2.69458 1.28072 0.051 -0.026 0.088
H -0.50225 0.89744 0.07617 -0.004 -0.081 -0.007
H -2.52275 2.00744 -0.79457 -0.108 -0.077 -0.021
H -2.47166 4.43715 -1.25005 -0.074 0.051 -0.030
H -0.45221 5.73426 -0.82902 0.038 0.088 -0.015
H 2.96859 6.35774 0.17179 -0.089 0.030 -0.033
H 1.24295 6.62281 0.52317 0.018 -0.031 -0.038
H 1.78407 6.33711 -1.15665 -0.013 -0.024 0.047
H -2.56508 -3.56482 0.86086 0.003 0.043 0.011
H -1.09052 -3.08132 1.74612 -0.141 -0.001 -0.086
H -1.38898 -0.74979 1.11803 -0.034 -0.063 0.067
H -2.92528 -1.30345 1.82229 0.141 0.005 -0.050